Entry 1:
Density functional theory data (wB97M-V/def2-TZVPD) for a molecular structure, C35H47IrO2Se.

Cartesian coordinates (Å):
Ir: 2.07823 0.45233 -1.33587
Se: 0.75121 -1.49324 -1.25459
O: 2.73041 -0.03329 0.51586
O: 0.77717 1.09719 -2.78327
C: 1.10989 -1.65980 3.34473
C: 3.15532 2.50687 -1.74444
C: -0.48266 2.37439 -5.15507
C: -1.34967 2.68416 -3.92516
C: -4.56414 -0.65134 -1.75357
C: -3.14179 -0.17680 -2.05042
C: 3.48697 3.37578 -0.67603
C: -0.86614 -4.66714 3.11669
C: 5.14464 1.18799 -1.22364
C: -2.06064 -0.88161 -1.55213
C: -2.35329 -2.66558 3.33047
C: 3.40169 0.37232 -2.88714
C: 1.89819 -0.78411 1.24902
C: -4.75927 -2.06698 -2.31406
C: -0.67378 3.75242 -3.05117
C: 0.06328 -2.37063 2.76907
C: -2.66454 3.27898 -4.43586
C: 3.93059 -1.26907 4.23839
C: -4.78777 -0.67382 -0.23511
C: 4.60055 3.14633 0.08052
C: -5.61992 0.26046 -2.37918
C: -0.65299 -3.15276 5.07270
C: -0.93560 -3.20283 3.57122
C: -2.85500 0.95400 -2.81946
C: 0.83154 -1.50769 0.66779
C: 2.44201 0.72744 4.52889
C: 3.12094 -0.19106 3.49981
C: 5.44425 2.05176 -0.21177
C: -1.57495 1.41669 -3.09583
C: 3.98778 1.39308 -2.02017
C: -0.04413 -2.29419 1.38815
C: 2.03576 -0.87964 2.65097
C: -0.77059 -0.43826 -1.78823
C: -0.47473 0.70001 -2.55957
C: 4.11946 0.67022 2.72171
H: 4.43019 -1.92801 3.52567
H: 4.69458 -0.79787 4.86131
H: 1.22423 -1.71401 4.41801
H: -2.62608 -2.71408 2.27473
H: -3.68559 1.51049 -3.22439
H: 4.66997 0.09045 1.98329
H: 0.13245 -5.07576 3.28164
H: 2.39973 2.80386 -2.46078
H: 3.96307 -0.54949 -3.00102
H: 0.48603 1.97330 -4.86942
H: -3.32281 3.58238 -3.61923
H: -0.98297 1.64649 -5.79790
H: 6.32931 1.88966 0.38995
H: 4.83194 1.09232 3.43668
H: -5.54849 1.28086 -1.99763
H: -1.09916 -4.76893 2.05570
H: 3.19997 1.21718 5.14480
H: 1.85942 1.50142 4.02550
H: 0.33357 -3.55494 5.31151
H: 4.85058 3.80819 0.89914
H: -4.08326 -1.34089 0.26450
H: -0.81627 -2.84378 0.86109
H: -4.05592 -2.77364 -1.87093
H: -3.08308 -3.25340 3.89216
H: -5.79836 -1.01947 -0.00488
H: -5.77007 -2.42388 -2.10274
H: -5.53317 0.29189 -3.46699
H: 1.77291 0.18242 5.19531
H: 3.30533 -1.88533 4.88514
H: -2.44200 4.16856 -5.02791
H: -2.21070 -1.78227 -0.96727
H: 5.77576 0.33299 -1.43016
H: -1.58283 -5.27307 3.67591
H: 3.62772 1.48719 2.19802
H: -1.39375 -3.75510 5.60163
H: 2.91372 0.71066 -3.79782
H: -4.65979 0.32364 0.18937
H: 0.26997 3.39184 -2.64958
H: 2.85607 4.23381 -0.48292
H: -3.20559 2.58078 -5.07782
H: -4.60959 -2.07826 -3.39521
H: -2.43172 -1.62400 3.64745
H: -0.32808 3.28699 -5.73621
H: -6.61488 -0.11695 -2.13621
H: -0.71417 -2.13397 5.46042
H: -1.32231 4.02424 -2.21537
H: -0.48414 4.65290 -3.64085

The calculation puts the HOMO-LUMO gap at 0.2703 Eh.

Entry 2:
Density functional theory data (wB97M-V/def2-TZVPD) for 5 unconnected molecules or ions with the total composition C26H58FN2O17PS4 in a non-equilibrium geometry.

Cartesian coordinates (Å):
S: -6.06809 1.08523 -1.82662
S: 2.68934 -4.04128 4.54087
S: 3.56465 3.12394 -5.99707
S: 5.77941 1.19643 3.72146
P: -2.12189 -1.26111 2.05161
F: -5.28342 -1.88381 4.05855
O: 1.77635 -3.04126 4.06181
O: -5.87763 2.50251 -1.95267
O: -5.33289 0.27743 -0.87815
O: 4.79604 1.56412 2.48299
O: 2.50374 3.90861 -5.43433
O: 0.67317 0.78232 -5.55584
O: 3.37125 -3.48992 5.90862
O: 3.36950 3.06859 -7.60942
O: 4.92508 4.01367 -5.97924
O: 3.88611 1.80334 -5.53980
O: -5.91453 0.41285 -3.30195
O: 2.31218 -5.41084 4.73686
O: 5.25860 2.33875 4.75287
O: -7.65628 0.79051 -1.62664
O: 5.40190 -0.08749 4.23948
O: 4.01992 -4.00386 3.60965
O: 7.12402 1.51690 3.33654
N: -0.81694 -2.46845 2.21914
N: -3.90991 0.11718 0.36255
C: -0.28171 0.99747 2.63590
C: 2.05892 -4.20843 -0.11539
C: 0.71803 -5.11863 0.15986
C: 4.49099 3.30145 4.03091
C: -7.06457 -0.38815 -3.56969
C: -0.85006 3.23151 -0.15360
C: -8.21128 0.31094 -2.85100
C: -3.85714 -3.80231 4.74959
C: 0.11386 -4.83446 1.64147
C: 5.48606 4.03176 -7.29105
C: 0.38761 1.61834 -4.37686
C: -4.02143 -2.54655 3.74727
C: -1.35604 1.77596 -2.39651
C: 0.48881 2.64699 0.60265
C: 3.82185 2.51511 2.91233
C: -1.18848 1.72832 -4.03045
C: -2.75656 -1.49989 3.82788
C: -3.46024 0.11352 1.81367
C: -0.83320 0.02289 1.47204
C: 0.42843 1.55761 -6.78633
C: -1.09282 -3.74665 1.48363
C: 0.08826 2.49742 2.16095
C: 4.78958 -3.44220 5.74938
C: -0.75780 3.16101 -1.76463
C: 4.29222 3.96134 -8.23320
C: 5.02157 -3.22214 4.26148
H: 6.01850 -3.53236 3.94564
H: 0.28223 3.38047 -2.20421
H: 1.86264 -3.49817 -1.00695
H: 1.31323 3.45481 0.44459
H: -1.46627 4.00085 -2.16833
H: -3.13985 -3.58335 5.63470
H: 4.86347 -2.17512 3.98791
H: -3.22343 -0.50576 4.22948
H: 5.21479 -2.64079 6.35595
H: 3.76848 3.78864 4.68693
H: 2.93684 -4.91691 -0.36433
H: 1.02983 2.81360 2.77974
H: -6.88676 -1.38450 -3.15328
H: 0.82922 2.67272 -4.51572
H: -0.71952 3.29431 2.41701
H: -1.19371 -3.45693 0.35652
H: 6.08296 4.93209 -7.44234
H: -2.50957 1.70055 -2.21913
H: -3.95315 1.11772 0.09929
H: 2.95054 1.96679 3.28189
H: -0.99571 4.35339 0.13400
H: 3.80852 4.93773 -8.33088
H: 0.88671 1.06758 -3.48190
H: 0.95443 -4.47891 2.35851
H: -0.87513 0.84676 -1.89600
H: 4.56871 3.59329 -9.22272
H: -1.64645 2.71945 -4.43694
H: 0.86881 1.68520 0.09995
H: -0.39669 -5.81737 2.01111
H: 6.12521 3.14987 -7.39737
H: -1.79707 2.65611 0.16506
H: 5.18008 4.05067 3.62924
H: -3.49401 -4.69594 4.12133
H: -4.90704 -4.04210 5.18063
H: 0.65276 0.53175 3.13593
H: -1.28237 0.55476 0.55644
H: -7.23527 -0.46965 -4.64407
H: -4.06163 -2.96031 2.66062
H: -2.74296 -2.05810 0.99890
H: -2.08064 -4.19408 1.91107
H: 3.52135 3.15481 2.08068
H: -4.40951 -0.10352 2.44137
H: 0.08535 -0.58061 1.08228
H: -0.04337 -4.95844 -0.68826
H: -1.96427 -1.80929 4.60155
H: 0.88139 0.99286 -7.70220
H: -3.18058 -0.28906 -0.25160
H: -1.81424 0.87290 -4.49308
H: -0.72449 1.58311 -6.93005
H: 2.28862 -3.65096 0.87358
H: -8.56854 1.17214 -3.42352
H: -0.51887 -2.62012 3.19590
H: 1.05639 -6.23165 0.08654
H: 5.20121 -4.40204 6.07540
H: -9.04597 -0.36357 -2.65208
H: 0.85987 2.63465 -6.71052
H: -1.07266 1.10911 3.49127
H: -3.06697 1.15434 2.16297

The calculation puts the HOMO-LUMO gap at 0.2836 Eh. As for the structure (SMILES): CCCCN[PH](CN)(CCCCCCCCCOC)C[C@@H](C)F.O=S1(=O)OCCO1.O=S1(=O)OCCO1.O=S1(=O)OCCO1.O=S1(=O)OCCO1.

Entry 3:
Density functional theory data (wB97M-V/def2-TZVPD) for a molecular structure, C2H2N3S2 in a non-equilibrium geometry.

Cartesian coordinates (Å):
S: -2.50702 -0.66491 -0.03680
S: 3.05984 -0.48442 -0.00077
N: 0.93926 1.13765 -0.12198
N: -1.02301 -0.08055 -0.09912
N: 0.53684 -1.16477 -0.29417
C: 1.47089 -0.07144 -0.12874
C: -0.36396 1.08914 -0.06299
H: -0.76056 2.12607 -0.02040
H: 0.43299 -1.68920 0.54333

As for the charge: -1. The calculation puts the HOMO-LUMO gap (spin up / spin down) at 0.2553 / 0.2552 Eh. Its energy above the lowest of the compared OMol25 structures with the same formula, charge and spin is 164.1 kJ/mol.

Entry 4:
Density functional theory data (wB97M-V/def2-TZVPD) for a molecular structure, C26H40Cl3CuN4O3Si in a non-equilibrium geometry.

Cartesian coordinates (Å):
Cu: 0.52766 -0.10573 3.77358
Cl: 1.77055 -0.61910 2.02064
Cl: 2.17546 1.60293 4.65103
Cl: 0.85159 -2.14380 4.65037
Si: -0.55112 0.48907 -1.91287
O: -2.77894 -1.64455 3.35522
O: 0.47350 -0.38651 -2.89494
O: -0.57492 1.30082 2.85144
N: -0.59936 0.30648 5.44134
N: -1.44020 -3.44508 2.85301
N: -0.41573 3.22914 1.67230
N: 0.82184 0.45558 10.04375
C: -2.27372 0.05628 -2.47105
C: 2.06612 -1.54818 -4.16949
C: -1.92422 0.45238 5.45363
C: 2.06701 2.27610 -6.64203
C: -2.63292 0.70605 6.64263
C: 0.09472 0.34600 6.59547
C: 2.23388 1.54927 -5.46519
C: 0.87569 2.15867 -7.36725
C: 0.03106 0.56951 -5.72834
C: -1.92903 0.73715 7.83363
C: -1.40020 -3.15160 1.43919
C: 1.90326 -2.04323 -5.40561
C: -1.83189 3.16968 1.32899
C: -0.56640 -4.51558 3.30671
C: -0.24335 -0.09887 -0.19678
C: 1.55600 -0.16250 -3.79458
C: -0.54263 0.52443 7.81492
C: -2.14691 -2.65146 3.69659
C: 2.71398 -2.29280 -3.04661
C: 2.32973 -3.39871 -5.85735
C: 1.22072 0.69900 -5.00312
C: 0.21949 0.48821 9.04074
C: -0.23893 2.31525 -2.11356
C: 0.41408 4.23638 1.01233
C: 0.10377 2.27611 2.43246
C: -0.13603 1.30105 -6.91713
H: 0.73865 2.74204 -8.28249
H: -2.37975 0.28994 -3.54278
H: 0.52133 4.03725 -0.06442
H: 3.77454 -2.00319 -2.95179
H: 0.69545 0.36026 0.15057
H: -2.16099 -2.39994 1.20540
H: 1.16070 2.36702 2.70001
H: 0.75766 2.61321 -1.75508
H: -2.34124 2.52759 2.05444
H: -2.44792 0.34364 4.50763
H: 1.40275 4.22036 1.47811
H: 2.86363 2.93942 -6.98280
H: -0.53597 -4.50995 4.40173
H: 1.46083 -1.42576 -6.19101
H: 2.12480 -4.18234 -5.11267
H: 1.79002 -3.65476 -6.77973
H: 3.16602 1.58635 -4.89558
H: -2.10953 -2.98067 4.75156
H: -1.96708 2.75657 0.31762
H: -1.59355 -4.08333 0.88753
H: -0.03002 5.23406 1.11896
H: -3.70841 0.84319 6.58977
H: -2.46577 -1.01665 -2.32225
H: -2.41693 0.93368 8.78763
H: 2.35933 0.32886 -3.22714
H: -3.02001 0.63239 -1.90574
H: -2.24534 4.18582 1.34553
H: -0.40276 -2.78384 1.14986
H: -0.93901 -5.48158 2.93535
H: -0.98830 2.92001 -1.57776
H: -1.02442 0.14893 0.53689
H: -0.30435 2.58312 -3.18031
H: 0.45211 -4.36221 2.91529
H: 2.68497 -3.37521 -3.21822
H: -1.06623 1.20008 -7.48374
H: 3.40079 -3.43023 -6.10200
H: -0.08835 -1.18821 -0.18467
H: -0.73973 -0.13403 -5.38810
H: 1.16759 0.23968 6.47767
H: 2.23091 -2.05942 -2.08733

As for the spin multiplicity: 2. As for the charge: -1. The calculation puts the HOMO-LUMO gap (spin up / spin down) at 0.2698 / 0.2715 Eh. Its expectation value of S² is 0.7529.

Entry 5:
Density functional theory data (wB97M-V/def2-TZVPD) for a single C3H9N3O molecule in a non-equilibrium geometry.

Cartesian coordinates (Å):
O: 1.34869 -0.71740 -0.47464
N: 1.07694 1.34694 2.15112
N: -1.60102 -0.85438 -1.88274
N: -0.34434 0.53420 0.40086
C: -0.83401 -1.54890 -0.85395
C: 0.51700 1.67921 0.87462
C: 0.16186 -0.54413 -0.24395
H: -2.39865 -1.35421 -2.24540
H: 1.32826 0.37964 2.08840
H: -0.26387 -2.40369 -1.22559
H: -0.12746 2.55895 0.86109
H: 0.73449 1.70406 3.02362
H: 1.24676 1.74546 0.05592
H: -1.57856 -1.84824 -0.10522
H: -1.01636 -0.59260 -2.66663
H: -1.33499 0.68480 0.29079

The calculation puts the HOMO-LUMO gap at 0.3698 Eh. As for the structure (SMILES): NCNC(=O)CN. Its energy above the lowest of the compared OMol25 structures with the same formula, charge and spin is 77.9 kJ/mol.

Entry 6:
Density functional theory data (wB97M-V/def2-TZVPD) for 2 unconnected molecules or ions with the total composition C7H10ClN2O2 in a non-equilibrium geometry.

Cartesian coordinates (Å):
Cl: -0.23144 1.17486 -3.11386
O: -1.10637 -2.19244 0.69495
O: -2.70429 -0.84423 0.01673
N: 0.38577 1.98333 1.64976
N: 0.00288 2.36960 0.64188
C: -0.51165 0.00281 -0.03090
C: 1.45626 -1.07808 -1.00687
C: -1.09760 1.07893 -0.65391
C: -0.64062 2.37752 -0.46187
C: -1.39629 -1.13600 0.16374
C: 1.29685 -0.72568 1.50361
C: 1.00284 -0.15184 0.15907
H: -2.21659 1.07276 -0.99057
H: 2.40723 -0.79811 1.67799
H: 0.90776 -1.68372 1.57607
H: 0.77137 -1.96093 -0.92681
H: 1.50292 0.86449 0.13582
H: 2.49824 -1.29255 -0.83304
H: -1.01687 3.24985 -0.83859
H: -3.30694 -1.64351 0.18941
H: 1.30141 -0.53145 -1.91603
H: 0.69514 -0.13559 2.36342

As for the charge: -1. The calculation puts the HOMO-LUMO gap at 0.2697 Eh. Its energy above the lowest of the compared OMol25 structures with the same formula, charge and spin is 75.9 kJ/mol.

Entry 7:
Density functional theory data (wB97M-V/def2-TZVPD) for a molecular structure, C9H6BrF6IN3O5PmS3 in a non-equilibrium geometry.

Cartesian coordinates (Å):
Pm: 0.96186 0.05023 0.91969
I: 2.69873 2.13101 -0.78980
Br: -0.33081 -2.96034 0.31842
S: -1.22491 0.43983 3.47704
S: 3.79329 -3.13175 -1.58251
S: -1.66517 1.20706 0.95995
F: -4.10063 1.76124 0.30653
F: -0.97759 2.75065 4.63875
F: 0.65876 2.19491 3.33307
F: 0.45301 1.24189 5.26976
F: -2.85942 3.49337 0.69152
F: -2.57629 2.33949 -1.12008
O: -0.18989 -0.32524 2.71408
O: -1.92616 -0.22905 4.50968
O: -0.58918 -3.13667 -4.81678
O: -1.72297 -0.09076 0.33469
O: -0.35077 1.84349 0.73247
N: 0.27552 -0.93273 -1.44336
N: 2.54701 -1.47535 0.28570
N: -2.13692 1.24654 2.46460
C: -0.29648 -2.37626 -3.74003
C: 0.12004 -1.05509 -3.82470
C: 2.93730 1.52678 1.34671
C: -0.13461 -2.19030 -1.40419
C: 3.09726 -2.17271 -0.48682
C: -2.90454 2.29050 0.15625
C: -0.43347 -2.96733 -2.49500
C: 0.39512 -0.38111 -2.65565
C: -0.19892 1.76195 4.24748
H: -0.43646 -2.63513 -5.62870
H: 2.91511 2.51022 1.81888
H: 3.96919 1.18319 1.31743
H: -0.74871 -3.99558 -2.39595
H: 0.24403 -0.56085 -4.78121
H: 0.73765 0.64392 -2.67792

As for the spin multiplicity: 5. The calculation puts the HOMO-LUMO gap (spin up / spin down) at 0.3034 / 0.3045 Eh. Its expectation value of S² is 6.0044.